Molecular formula: C18H28F12N4O10
Method: DFT, wB97M-V/def2-TZVPD

The calculation puts the orbital gap at 0.35166 Ha. The HOMO energy comes out at -9.426 eV. The calculation puts the electronic energy at -2872.60712 Eh. As for the SMILES: CCOC(=O)C(F)(F)F.CCOC(=O)C(F)(F)F.CCOC(=O)C(F)(F)F.CCOC(=O)C(F)(F)F.NC(N)=O.NC(N)=O. As for the spin multiplicity: 1. The calculation puts the LUMO energy at 0.0052 hartree.

Geometry as XYZ:
```
72
Properties=species:S:1:pos:R:3:forces:R:3
C 11.254564 6.725991 12.052020 -1.46 0.00 1.48
C 10.936945 8.164700 12.557210 -0.24 -1.65 -2.21
O 10.032184 8.009845 13.629927 -1.34 1.55 0.30
C 9.256411 9.100851 13.819849 -0.81 -2.30 1.91
O 9.147771 10.099967 13.222988 0.53 1.69 -1.61
C 8.334033 8.821079 15.035336 -0.15 -1.22 -0.09
F 9.084420 8.275494 15.999509 -0.36 0.18 0.36
F 7.694496 9.890005 15.512020 0.39 -0.37 -0.39
F 7.392130 7.897269 14.671191 0.54 0.72 0.28
H 10.333498 6.356601 11.496028 1.06 0.24 1.02
H 11.556522 6.030534 12.881565 -0.45 0.61 -0.81
H 12.019441 6.754266 11.338899 1.31 0.12 -1.04
H 10.475789 8.611322 11.661994 -0.12 0.44 0.67
H 11.696506 8.833248 12.892686 1.08 0.03 -0.03
C 10.059637 10.480054 8.258421 -1.57 -0.98 -0.25
C 9.659671 11.840293 8.735013 0.69 0.30 1.98
O 8.324332 11.870448 9.287066 0.50 -0.10 -0.52
C 7.797203 13.049053 9.511089 -1.66 -0.06 0.30
O 8.204380 14.167151 9.364691 0.33 -0.72 -0.14
C 6.368247 12.773853 10.112007 -1.12 0.03 -0.72
F 5.852289 11.548420 9.840124 0.35 0.82 -0.64
F 6.436098 12.799027 11.423888 0.17 0.72 0.94
F 5.469587 13.723030 9.675809 1.10 -1.10 0.51
H 9.933419 9.637076 8.963769 0.07 0.82 0.17
H 11.112629 10.563619 8.065304 0.43 -0.27 -0.63
H 9.406710 10.174845 7.391415 1.07 0.45 0.43
H 9.754553 12.581434 7.992101 -0.30 0.71 -1.36
H 10.319016 12.252278 9.521521 -0.10 -0.70 -0.07
C 12.105421 10.272348 15.382486 0.49 -0.30 -0.13
C 13.180631 10.879725 16.188871 1.66 0.78 -0.53
O 12.954789 12.351733 16.313336 0.34 -1.33 0.93
C 13.291471 13.027858 15.278630 -0.29 0.42 -3.23
O 13.614991 12.661482 14.152267 0.08 -0.34 1.83
C 13.048622 14.517649 15.443781 0.01 1.05 -1.64
F 14.075614 15.044083 16.169570 -1.62 0.06 -0.29
F 13.010163 15.140395 14.212784 0.88 -0.56 1.23
F 11.805272 14.728509 15.883915 0.62 0.27 1.34
H 11.968211 10.821651 14.483107 -0.38 0.45 -0.72
H 11.238096 10.205796 15.961418 -1.65 0.10 0.62
H 12.369908 9.273174 15.110552 0.38 -0.79 -0.12
H 14.164820 10.787158 15.649701 -0.82 -0.03 0.86
H 13.212985 10.513868 17.211930 0.17 0.15 -0.07
C 10.647554 14.198299 11.654714 0.11 1.14 1.62
C 10.339904 13.116876 12.660543 -1.58 -0.44 -0.02
O 9.157975 13.477346 13.432969 -0.76 0.49 0.54
C 8.961641 12.983671 14.640140 2.95 -1.83 0.07
O 9.750313 12.312219 15.319583 -1.26 1.61 -1.32
C 7.530067 13.147044 15.063386 0.82 -1.86 -1.38
F 6.860644 12.282801 14.216404 -0.16 0.70 1.31
F 7.437681 12.773445 16.325039 -1.04 0.07 0.23
F 7.105333 14.345119 14.868499 -1.12 1.54 0.16
H 9.745468 14.658220 11.231739 0.30 -0.68 -0.38
H 11.361596 13.770681 10.977391 0.04 0.07 -0.88
H 11.156429 15.050176 12.162347 -0.17 -0.60 -0.21
H 11.061397 12.960182 13.411980 1.46 -0.25 0.44
H 10.053964 12.150106 12.225775 0.39 0.23 -0.17
N 9.664268 12.722779 18.732503 1.58 0.93 -1.21
C 8.979422 11.664990 19.190914 -1.35 -1.41 0.16
N 8.386225 10.773825 18.321949 0.88 0.76 -0.06
O 8.865603 11.501983 20.378403 0.00 -0.45 1.79
H 9.966721 12.700672 17.753258 0.00 0.11 0.60
H 10.366670 12.963553 19.443580 -0.50 0.24 -0.83
H 8.216049 11.075709 17.386779 -0.21 -0.21 -0.35
H 7.776719 10.123754 18.777029 -0.25 -0.04 -0.10
N 14.208065 10.818750 9.454583 1.47 0.89 -0.61
C 13.375657 11.222702 10.407292 -2.27 -1.24 1.54
N 13.751046 12.262884 11.170692 -1.44 0.44 0.37
O 12.298898 10.637081 10.628162 0.43 0.56 -0.53
H 15.151360 11.134377 9.450958 0.44 0.30 -0.11
H 14.054323 9.981822 8.983144 -0.58 -1.41 -0.57
H 13.040485 12.510616 11.883002 1.50 -0.17 -0.47
H 14.710592 12.501316 11.218942 0.48 0.60 0.46
```
Forces are in eV/Å.



Molecular formula: C10H6F4NO6
Method: DFT, wB97M-V/def2-TZVPD

The calculation puts the orbital gap at 0.21693 Ha. The HOMO energy comes out at -3.579 eV. The calculation puts the electronic energy at -1290.20179 Eh. As for the SMILES: CCOC(=O)[C@@H]([N+](=O)[O-])[C@@]1(F)C(=O)C(F)=C(F)C([O-])=C1F. As for the net charge: -1. As for the spin multiplicity: 1. The relative energy (zero: lowest compared OMol25 entry of this formula, charge and spin) is 66.2 kJ/mol. The calculation puts the LUMO energy at 0.0854 hartree.

Geometry as XYZ:
```
27
Properties=species:S:1:pos:R:3:forces:R:3
C 1.373459 -3.002333 -2.269952 0.49 0.26 0.05
C 0.077137 -2.566048 -1.601613 0.24 0.14 -0.10
O -0.051116 -1.113981 -1.570697 -0.11 -0.24 0.22
C -1.041264 -0.702055 -0.717920 -1.19 -2.84 -0.74
O -1.891967 -1.465569 -0.297637 1.35 1.40 -1.20
C -0.891388 0.756093 -0.402926 -1.55 0.79 -0.19
N -2.178560 1.462670 -0.668577 -1.79 1.07 -1.06
O -2.103534 2.711466 -0.568411 -0.66 -2.81 -0.49
O -3.199273 0.771958 -0.913207 2.20 2.41 0.46
C -0.821692 0.878239 1.152275 0.04 -2.16 1.84
F -1.941746 0.116127 1.651576 1.25 1.26 -0.40
C 0.431444 -0.039075 1.274485 0.38 -0.02 1.20
O 0.367592 -1.257613 1.125524 0.71 1.54 0.57
C 1.646727 0.724773 1.507448 0.82 0.21 -0.83
F 2.795198 0.022013 1.353619 0.14 0.07 0.39
C 1.696447 2.072017 1.752495 0.04 -0.84 0.43
F 2.837648 2.697766 2.040845 0.00 -0.67 -0.46
C 0.518690 2.928964 1.894813 -4.04 -3.23 -1.04
O 0.539866 4.127380 2.027972 1.05 2.74 0.89
C -0.722935 2.165814 1.827901 2.77 0.79 0.24
F -1.831017 2.748192 2.320195 -0.56 0.17 -0.57
H 1.411909 -4.107473 -2.238516 -0.07 0.47 -0.14
H 1.478286 -2.660434 -3.317479 -0.23 -0.20 0.48
H 2.259262 -2.641899 -1.716151 -0.43 -0.06 -0.17
H -0.766449 -3.005288 -2.142923 -0.07 0.21 0.25
H 0.075169 -2.885029 -0.556889 -0.19 -0.13 -0.22
H -0.067899 1.263315 -0.946261 -0.59 -0.31 0.58
```
Forces are in eV/Å.



Molecular formula: C10H20Cl10
Method: DFT, wB97M-V/def2-TZVPD

The calculation puts the orbital gap at 0.40451 Ha. The HOMO energy comes out at -10.683 eV. The calculation puts the electronic energy at -4994.95321 Eh. As for the SMILES: ClCCCl.ClCCCl.ClCCCl.ClCCCl.ClCCCl. As for the spin multiplicity: 1. The relative energy (zero: lowest compared OMol25 entry of this formula, charge and spin) is 28.9 kJ/mol. The calculation puts the LUMO energy at 0.0119 hartree.

Geometry as XYZ:
```
40
Properties=species:S:1:pos:R:3:forces:R:3
Cl -1.132976 -2.094445 1.672078 -0.17 -0.29 -0.07
C -0.233527 -1.530837 0.230149 0.41 0.61 0.67
C -1.221919 -1.092565 -0.809277 -0.32 -0.01 -0.47
Cl -0.353140 -0.533463 -2.288621 -0.10 -0.20 0.19
H 0.469150 -2.303170 -0.065511 -0.29 -0.19 -0.24
H 0.350465 -0.684857 0.587584 -0.01 0.01 -0.13
H -1.827500 -0.247266 -0.492739 0.19 0.06 0.22
H -1.904690 -1.890784 -1.094631 0.20 -0.08 -0.15
Cl 4.272060 3.528388 -0.314109 0.25 0.03 0.34
C 3.806685 2.073557 -1.201794 -0.30 -0.38 -0.96
C 2.289053 2.005707 -1.308036 0.17 0.24 -0.18
Cl 1.552050 1.755168 0.288295 -0.16 0.17 0.17
H 4.254920 1.167911 -0.801457 -0.07 0.17 0.48
H 4.237468 2.199553 -2.196844 -0.19 -0.03 -0.05
H 1.865491 1.219633 -1.929181 0.55 -0.22 -0.10
H 1.962328 2.950407 -1.742057 -0.26 0.05 0.34
Cl -5.015465 2.035045 3.803652 -0.11 -0.07 -0.23
C -4.966121 0.775105 2.530287 0.05 -0.38 0.92
C -3.575748 0.519820 2.058836 0.44 -0.24 -0.92
Cl -2.773429 1.881158 1.203100 -0.16 -0.15 0.27
H -5.707733 0.989431 1.770250 0.15 0.23 -0.14
H -5.217713 -0.169010 3.024786 -0.39 0.20 -0.03
H -3.606580 -0.291647 1.327812 -0.06 0.03 0.05
H -2.938010 0.170350 2.866144 0.09 0.35 0.08
Cl 0.495486 0.578837 6.508480 0.10 0.31 0.12
C 1.266358 -0.962317 6.134990 -0.81 -1.00 -0.08
C 0.781404 -1.511158 4.807409 0.65 0.34 -0.93
Cl 1.402877 -0.482581 3.460358 0.28 0.07 -0.04
H 0.964071 -1.670159 6.910973 0.02 0.11 0.02
H 2.349046 -0.898194 6.154958 0.03 0.33 -0.10
H -0.280289 -1.516054 4.584801 -0.16 -0.06 0.77
H 1.193801 -2.500197 4.614478 -0.03 -0.03 0.20
Cl 1.582795 -2.341372 -5.750685 0.02 0.28 0.19
C 0.688846 -0.785308 -5.642719 0.41 -0.18 0.15
C 1.058935 0.133565 -6.777451 -0.40 -0.25 -0.43
Cl 0.603402 -0.533018 -8.388889 0.08 0.19 0.33
H 0.984931 -0.259358 -4.734145 0.07 -0.30 0.12
H -0.350784 -1.076989 -5.546605 -0.15 0.32 -0.32
H 2.130988 0.305694 -6.785232 0.03 -0.04 -0.06
H 0.543014 1.085416 -6.669437 -0.04 -0.01 0.00
```
Forces are in eV/Å.



Molecular formula: C24H30N2O3
Method: DFT, wB97M-V/def2-TZVPD

The calculation puts the orbital gap at 0.37556 Ha. The HOMO energy comes out at -9.441 eV. The calculation puts the electronic energy at -1267.86633 Eh. As for the SMILES: O=C(NC1CCCCC1)[C@H](Cc1ccccc1)N1C(=O)[C@@H]2[C@H]3CC[C@H](C3)[C@@H]2C1=O. As for the spin multiplicity: 1. The relative energy (zero: lowest compared OMol25 entry of this formula, charge and spin) is 0.0 kJ/mol. The calculation puts the LUMO energy at 0.0286 hartree.

Geometry as XYZ:
```
59
Properties=species:S:1:pos:R:3:forces:R:3
O -0.784016 -1.209179 -0.637175 -0.19 -0.27 -0.09
C 0.009037 -0.327629 -0.376113 0.00 0.41 -0.01
N 1.331450 -0.506118 -0.280977 0.34 0.02 0.02
C 1.980666 -1.796276 -0.403697 -0.06 -0.19 -0.03
C 3.038901 -1.734692 -1.515172 -0.03 -0.27 -0.01
C 4.138196 -2.760211 -1.262469 0.06 0.18 -0.09
C 4.931925 -2.401124 -0.000364 -0.03 0.01 -0.01
C 4.046535 -1.699942 1.037589 -0.03 -0.21 0.08
C 2.611157 -2.203568 0.938295 0.04 0.10 0.03
C -0.464880 1.130275 -0.192520 -0.17 -0.06 0.07
C 0.263035 1.936173 0.895851 -0.03 -0.01 -0.03
C 1.657739 2.352190 0.516194 0.05 0.15 0.16
C 2.745115 1.981831 1.303085 -0.09 0.09 -0.02
C 4.031341 2.358595 0.954779 0.10 0.01 0.00
C 4.248162 3.112212 -0.185786 0.09 0.00 0.02
C 3.171652 3.499431 -0.966978 -0.01 0.04 -0.07
C 1.886548 3.126430 -0.616904 0.04 -0.04 0.04
N -1.884835 1.077490 0.086532 0.56 0.08 -0.08
C -2.403375 0.439380 1.196676 -0.36 0.20 0.02
O -1.743350 0.004266 2.103775 0.13 -0.17 0.14
C -3.909664 0.431991 1.060119 -0.08 -0.18 0.29
C -4.456621 -0.991775 0.847780 0.05 -0.16 0.23
C -5.986533 -0.895260 0.810266 0.00 -0.06 0.18
C -6.262117 -0.209123 -0.544873 -0.07 0.11 -0.15
C -4.856206 0.012402 -1.116136 -0.09 0.09 -0.26
C -4.123385 -1.235796 -0.623868 0.11 -0.03 -0.04
C -4.192120 1.122674 -0.279540 -0.20 0.10 -0.26
C -2.833165 1.493519 -0.824459 -0.21 0.10 0.14
O -2.574646 2.059577 -1.855202 -0.01 0.05 -0.24
H 1.923434 0.276453 -0.044958 -0.10 -0.03 -0.07
H 1.188719 -2.503708 -0.666060 0.15 0.10 0.01
H 2.567265 -1.909328 -2.482678 -0.03 0.12 -0.02
H 3.480396 -0.735065 -1.539047 0.01 0.08 -0.03
H 4.809855 -2.805752 -2.120901 -0.03 -0.11 -0.01
H 3.680872 -3.744708 -1.152592 0.01 -0.09 -0.05
H 5.765104 -1.745819 -0.260917 0.07 -0.04 -0.01
H 5.355042 -3.311822 0.426599 0.07 0.02 0.03
H 4.061025 -0.620849 0.871528 0.02 0.08 0.05
H 4.437620 -1.880257 2.040104 0.02 0.12 0.02
H 2.604696 -3.289906 1.031405 -0.02 -0.09 0.04
H 2.002068 -1.801112 1.749456 -0.06 -0.09 0.00
H -0.373081 1.629268 -1.166778 -0.02 -0.10 0.18
H -0.331915 2.836746 1.079848 0.00 -0.08 0.01
H 0.276270 1.351609 1.817372 -0.02 0.10 -0.04
H 2.580141 1.395783 2.196580 -0.05 -0.08 0.08
H 4.863993 2.063308 1.576349 0.07 -0.03 0.05
H 5.250659 3.403452 -0.460889 0.09 0.03 -0.03
H 3.333803 4.098143 -1.850802 0.01 0.05 -0.08
H 1.052880 3.444685 -1.225536 -0.11 0.03 -0.09
H -4.356334 0.910331 1.933415 0.06 0.01 -0.02
H -4.063479 -1.709049 1.564555 0.02 0.00 0.02
H -6.380492 -0.326148 1.651650 -0.03 -0.02 0.07
H -6.427682 -1.891096 0.843849 -0.02 -0.01 0.04
H -6.809944 0.726043 -0.433757 -0.06 0.04 -0.05
H -6.838133 -0.857954 -1.204259 -0.03 0.02 -0.02
H -4.828747 0.211052 -2.185428 0.01 0.02 -0.01
H -4.565636 -2.154449 -1.004148 -0.05 -0.08 -0.03
H -3.055210 -1.241103 -0.831107 0.05 -0.03 -0.03
H -4.819711 2.013501 -0.221571 0.07 0.00 -0.01
```
Forces are in eV/Å.



Molecular formula: CHF2NO2
Method: DFT, wB97M-V/def2-TZVPD

The calculation puts the orbital gap (spin up / spin down) at 0.34728 / 0.39156 Ha. The HOMO energy (spin up / spin down) comes out at -9.009 / -12.300 eV. The calculation puts the electronic energy at -443.46409 Eh. As for the spin multiplicity: 3. The relative energy (zero: lowest compared OMol25 entry of this formula, charge and spin) is 0.0 kJ/mol. The calculation puts the LUMO energy (spin up / spin down) at 0.0162 / -0.0605 hartree.

Geometry as XYZ:
```
7
Properties=species:S:1:pos:R:3:forces:R:3
C -1.186814 0.214654 0.070388 -0.59 -0.57 -1.72
N 1.583425 -0.427218 0.150518 -1.79 0.09 -1.02
O 1.488037 -0.543467 -1.023989 0.24 -0.15 -0.43
O 2.440215 -0.454187 0.926017 2.02 -0.08 1.48
F -1.609276 0.976235 1.054630 -0.14 0.09 0.08
F -0.919363 0.968456 -1.047217 -0.52 -0.89 1.38
H -1.796224 -0.734473 -0.130346 0.79 1.51 0.22
```
Forces are in eV/Å.



Molecular formula: C3H2ClNO2
Method: DFT, wB97M-V/def2-TZVPD

The calculation puts the orbital gap at 0.33759 Ha. The HOMO energy comes out at -8.651 eV. The calculation puts the electronic energy at -780.88665 Eh. As for the SMILES: O=C=CCl.N=C=O. As for the spin multiplicity: 1. The relative energy (zero: lowest compared OMol25 entry of this formula, charge and spin) is 169.5 kJ/mol. The calculation puts the LUMO energy at 0.0197 hartree.

Geometry as XYZ:
```
9
Properties=species:S:1:pos:R:3:forces:R:3
O -1.072449 -1.808358 -0.931728 0.23 0.97 -0.22
C -1.146487 -0.693245 -0.603323 -1.73 -0.49 0.73
C -1.475274 0.490152 -0.070800 -0.68 -2.33 -1.39
Cl -3.137566 0.887046 0.123861 -0.13 0.05 0.04
H -0.728059 0.994892 0.412505 1.31 1.68 0.91
N 2.079312 0.106845 0.933299 -0.50 0.21 0.90
C 1.564605 0.024395 -0.127617 1.14 0.22 0.51
O 0.975551 0.042661 -1.116489 -0.40 -0.07 -1.70
H 2.940370 -0.044385 1.380292 0.75 -0.24 0.21
```
Forces are in eV/Å.



Question: Among the records above, which one has the lowest electronic energy?
Answer: C10H20Cl10



Question: Look up the spin multiplicity of the first one.
Answer: 1



Question: Look up the electronic energy of the sixth one.
Answer: -780.88665 Eh